[1]
Density functional theory data (the ωB97M-V functional and the def2-TZVPD basis) for a 4-piece molecular cluster, H10NO3 overall in a non-equilibrium geometry.

Last column: Löwdin charge in e.
Atoms and positions in Å:
H: -1.624177 -0.019190 2.907870  0.08
O: -0.773125 0.308142 2.584198  -0.03
O: -0.931605 2.013043 -0.881431  -0.05
H: 1.372496 -2.040907 -2.636508  0.05
N: 0.145131 -0.403331 0.013904  0.28
H: -0.675707 -0.994406 -0.129458  0.15
H: -1.230220 2.292008 -0.015481  0.05
H: 2.455352 -2.410387 -1.650414  0.05
H: 0.044409 -0.090031 0.991594  0.09
O: 1.656246 -1.931289 -1.752779  0.00
H: 0.971883 -0.966889 -0.247571  0.11
H: 0.047872 0.353519 -0.669256  0.10
H: -0.440231 0.914887 3.226667  0.06
H: -1.422996 2.614174 -1.479060  0.09

Cartesian forces, eV/Å:
H 0.25 0.13 0.05
O -0.50 -0.69 -0.88
O -0.49 0.47 -0.60
H -0.39 -0.23 -1.50
N -0.40 -0.73 -0.41
H 0.12 -0.15 -0.15
H -0.04 0.10 0.41
H 1.21 -0.77 0.02
H 0.37 0.22 0.05
O -0.73 0.96 1.54
H -0.19 0.14 0.20
H -0.05 0.51 0.26
H 0.29 0.60 0.80
H 0.52 -0.57 0.22

The value obtained for the energy above the lowest of the compared OMol25 structures with the same formula, charge and spin is 7.3 kcal per mole. The HOMO energy comes out at -15.944 eV. The molar mass is 72.084 g mol⁻¹. The total energy comes out at -286.2537 Eh. The net charge is +1.

[2]
Density functional theory data (the ωB97M-V functional and the def2-TZVPD basis) for a 4-piece molecular cluster, H10NO3 overall in a non-equilibrium geometry.

Last column: Löwdin charge in e.
Atoms and positions in Å:
H: 0.966996 3.210176 -1.030984  0.10
H: -0.471479 -1.530481 3.484261  0.20
H: 0.137062 -0.797998 0.212350  0.12
N: -0.389543 0.026117 -0.075945  0.29
H: 0.188135 -1.804711 -2.593455  0.12
H: -1.388565 -0.119037 -0.212190  0.17
H: 0.057284 0.352593 -0.931424  0.12
O: 0.469688 -2.010387 -1.681280  0.13
O: 0.268650 2.548613 -0.921498  0.03
O: -0.140066 -0.841963 2.789914  0.22
H: -0.520994 2.930927 -1.330852  0.09
H: -0.041831 0.004249 3.285193  0.14
H: 1.161903 -2.709978 -1.645583  0.14
H: -0.297242 0.741879 0.651499  0.13

Cartesian forces, eV/Å:
H 0.04 0.05 -0.03
H 0.62 1.17 -1.22
H -0.53 -0.33 0.00
N 0.33 0.31 0.68
H 0.41 -0.61 -0.05
H -0.04 -0.51 -0.17
H -0.06 0.55 -0.11
O 0.14 0.02 0.39
O -0.17 -0.19 0.01
O -0.65 -1.01 1.39
H 0.09 0.25 -0.06
H 0.05 -0.21 0.18
H -0.43 0.31 -0.58
H 0.19 0.20 -0.43

The value obtained for the energy above the lowest of the compared OMol25 structures with the same formula, charge and spin is 23.1 kcal per mole. The HOMO energy (spin up / spin down) comes out at -20.522 / -19.253 eV. The molar mass is 72.084 g mol⁻¹. Its spin multiplicity is 2. The total energy comes out at -285.6505 Eh. The net charge is +2.

[3]
Density functional theory data (the ωB97M-V functional and the def2-TZVPD basis) for a 2-piece molecular cluster, H10O3Si4 overall in a non-equilibrium geometry.

Last column: Löwdin charge in e.
Atoms and positions in Å:
H: 0.964248 -1.707976 0.446831  -0.08
H: 0.394965 0.626408 -3.906926  -0.06
H: -0.369314 2.961041 2.628186  -0.06
H: -2.996176 1.117548 -0.704015  0.02
O: -1.552215 -1.291215 0.530818  -0.55
H: 1.411058 2.550641 1.039984  -0.06
Si: 0.561355 -0.013800 -2.600910  0.57
O: -0.750745 0.606140 -1.804557  -0.42
H: 1.765542 0.460914 -1.921445  -0.05
H: 0.412064 -1.459056 -2.634404  -0.05
H: -0.459525 -3.051591 1.838571  -0.08
O: -0.903486 1.768907 0.606441  -0.41
Si: -1.598359 0.887207 -0.504926  0.52
Si: -0.379794 -2.336323 0.556156  0.26
Si: 0.271925 1.975603 1.757688  0.59
H: 0.558360 0.697401 2.385302  -0.05
H: -0.470234 -3.312074 -0.549746  -0.09

Cartesian forces, eV/Å:
H 0.27 0.05 -0.04
H 0.30 -0.13 -0.31
H 0.23 0.07 0.38
H -0.38 0.06 -0.04
O -1.49 4.38 -1.51
H 0.29 0.01 0.09
Si -0.32 0.40 -0.16
O -0.34 0.21 0.08
H 0.25 -0.07 0.06
H 0.14 -0.31 -0.05
H 0.23 -0.30 0.20
O -0.35 -0.06 -0.30
Si 0.67 -3.57 1.74
Si 0.62 -0.64 0.04
Si -0.40 0.36 -0.26
H 0.14 -0.22 0.21
H 0.12 -0.23 -0.15

The value obtained for the energy above the lowest of the compared OMol25 structures with the same formula, charge and spin is 35.3 kcal per mole. The HOMO energy comes out at -9.372 eV. The molar mass is 170.421 g mol⁻¹. The total energy comes out at -1389.7995 Eh. The net charge is 0.

[4]
Density functional theory data (the ωB97M-V functional and the def2-TZVPD basis) for a 5-piece molecular cluster, H10O4S overall.

Last column: Löwdin charge in e.
Atoms and positions in Å:
O: 0.743847 1.562949 -0.957826  -0.08
H: 2.531263 -1.218222 0.010192  0.04
H: 1.176357 -1.427369 -0.534729  0.02
O: 2.024102 -1.043056 -0.795981  -0.07
H: 0.704297 1.042194 -0.150044  -0.03
H: -2.899140 0.102285 0.042090  0.02
H: -0.357145 -1.278276 -2.234542  0.04
S: 1.197049 0.743735 2.652456  0.50
H: -3.109560 -0.664017 1.368885  0.03
H: -0.582641 0.181770 -2.202101  0.03
H: 0.106975 1.354644 2.162661  -0.20
O: -3.040052 0.214213 0.988132  -0.06
H: 0.730226 -0.505109 2.603387  -0.22
O: -0.908980 -0.627217 -1.778703  -0.07
H: 1.683403 1.561477 -1.173877  0.04

Cartesian forces, eV/Å:
O 0.05 0.47 -0.13
H 0.30 0.19 -0.31
H -0.22 0.26 -0.39
O 0.01 -0.50 0.76
H 0.01 -0.14 -0.03
H 0.10 -0.20 0.03
H -0.31 -0.17 0.15
S 0.39 0.27 0.02
H 0.00 -0.10 -0.17
H -0.09 0.24 0.57
H -0.13 -0.31 0.04
O 0.03 0.28 0.11
H -0.35 0.02 -0.07
O 0.32 -0.22 -0.58
H -0.11 -0.09 -0.01

The value obtained for the energy above the lowest of the compared OMol25 structures with the same formula, charge and spin is 15.3 kcal per mole. The HOMO energy comes out at -10.102 eV. The molar mass is 106.143 g mol⁻¹. Its SMILES is O.O.O.O.S. The total energy comes out at -705.1226 Eh. The net charge is 0.

[5]
Density functional theory data (the ωB97M-V functional and the def2-TZVPD basis) for a 5-piece molecular cluster, H10O4S2 overall in a non-equilibrium geometry.

Last column: Löwdin charge in e.
Atoms and positions in Å:
S: 1.487981 -1.014233 2.616643  -0.13
O: -0.972654 -3.034598 -2.356941  -0.09
H: -1.068359 -3.983872 -2.202759  0.02
H: 0.553992 1.851467 0.079202  0.04
H: 1.453504 -1.910781 -0.028441  -0.33
H: 0.728677 4.481969 -0.872197  0.01
H: -1.493040 -0.152534 0.681449  0.01
H: -0.397614 1.596235 -1.053646  0.06
S: 2.355722 -1.176118 0.594830  -0.14
O: -2.048013 -0.918907 0.944092  -0.07
H: -0.014857 -3.001891 -2.563230  0.04
O: -0.356502 1.557463 -0.078467  -0.08
H: 2.500390 -1.675700 3.216035  -0.30
H: -2.237706 -0.882907 1.852673  -0.01
O: -0.204699 4.392929 -0.808121  -0.04
H: -0.286823 3.871472 -0.021121  0.00

Cartesian forces, eV/Å:
S -0.82 0.10 2.56
O 1.03 -0.58 -0.39
H -0.35 0.18 0.15
H -0.09 -0.64 0.27
H -0.50 -0.42 -0.09
H 1.29 0.35 -0.39
H -0.31 -0.62 0.60
H -0.20 -0.14 0.61
S 1.59 0.39 -2.34
O 0.38 0.29 -2.39
H -0.66 0.44 0.23
O 0.24 0.44 -0.70
H -0.29 0.08 -0.16
H 0.03 0.37 1.76
O -0.74 0.47 -0.41
H -0.61 -0.69 0.69

The value obtained for the energy above the lowest of the compared OMol25 structures with the same formula, charge and spin is 11.5 kcal per mole. The HOMO energy (spin up / spin down) comes out at -0.318 / -3.874 eV. The molar mass is 138.210 g mol⁻¹. Its spin multiplicity is 2. The total energy comes out at -1103.3036 Eh. The net charge is -1.

[6]
Density functional theory data (the ωB97M-V functional and the def2-TZVPD basis) for a 6-piece molecular cluster, H10O4S2 overall in a non-equilibrium geometry.

Last column: Löwdin charge in e.
Atoms and positions in Å:
O: 3.388704 -1.979725 -0.562377  -0.15
S: -2.195189 0.978405 0.031121  0.66
H: -2.921035 -0.969987 -0.482488  -0.10
H: 0.918034 0.323207 1.955306  -0.11
S: 2.207149 0.731689 0.402805  0.67
O: 0.113601 0.144357 2.540882  -0.13
O: -3.307789 -1.881468 -0.382170  -0.08
H: -0.595431 0.478953 1.971328  -0.08
H: -3.348441 -2.078960 -1.293572  0.01
H: -3.167563 1.903456 0.248019  -0.19
H: -1.061713 1.339171 -1.851107  -0.04
H: 2.941833 -1.191153 -0.125440  -0.12
H: 0.532221 1.422765 -1.414995  -0.06
H: 2.865113 1.742664 0.953020  -0.21
H: 3.737985 -2.638130 0.151564  0.09
O: -0.107486 1.674757 -2.141894  -0.17

Cartesian forces, eV/Å:
O 0.35 -0.66 1.92
S 0.19 0.38 0.34
H -0.45 -1.07 0.62
H -0.99 -0.49 1.19
S -0.63 0.06 -0.51
O 0.97 0.50 -1.13
O 0.66 1.76 1.01
H -0.14 -0.12 0.32
H -0.36 -1.02 -1.74
H 0.39 -0.13 -0.14
H 3.03 0.83 -0.75
H 1.00 -1.92 -0.27
H -1.21 0.29 -1.06
H 0.17 0.40 0.24
H -1.19 2.21 -1.69
O -1.79 -1.04 1.65

The value obtained for the energy above the lowest of the compared OMol25 structures with the same formula, charge and spin is 159.4 kcal per mole. The HOMO energy comes out at -9.743 eV. The molar mass is 138.210 g mol⁻¹. The total energy comes out at -1103.0764 Eh. The net charge is 0.

[7]
Density functional theory data (the ωB97M-V functional and the def2-TZVPD basis) for a 5-piece molecular cluster, H10O5 overall in a non-equilibrium geometry.

Last column: Löwdin charge in e.
Atoms and positions in Å:
H: -0.005361 2.576582 0.187609  0.03
H: 0.389058 -0.987745 -0.313656  0.03
H: 0.804722 -0.956175 1.538656  0.04
O: -2.224383 0.071745 -0.010472  -0.05
O: 1.680474 -0.176703 -1.385423  -0.06
H: -0.817779 1.366006 -0.075381  0.05
O: 1.493245 -0.264373 1.540457  -0.08
H: -1.746061 -0.710547 0.094046  -0.05
O: -0.291441 -1.764382 -0.240097  -0.12
H: 2.130482 -0.337045 -0.520084  0.05
H: 1.274570 0.638854 -1.169431  -0.03
H: -0.654132 -1.634735 -1.144349  0.07
H: -3.114895 -0.156817 0.358869  0.09
O: 0.087657 1.752486 -0.224937  -0.04
H: 0.993840 0.582845 1.364196  0.05

Cartesian forces, eV/Å:
H 0.18 2.14 0.78
H -1.06 -1.99 -0.01
H 0.41 0.39 0.21
O -3.03 2.03 0.37
O 1.20 -1.49 0.92
H 0.74 -0.03 -0.43
O -1.02 0.82 -0.21
H 1.79 -2.39 0.35
O 0.83 2.12 -1.03
H -0.01 -0.15 -0.87
H -0.86 1.82 -0.10
H 0.23 -0.70 0.55
H 1.13 0.64 -0.53
O -1.22 -1.97 -0.17
H 0.69 -1.24 0.18

The value obtained for the energy above the lowest of the compared OMol25 structures with the same formula, charge and spin is 19.9 kcal per mole. The HOMO energy comes out at -11.237 eV. The molar mass is 90.075 g mol⁻¹. Its SMILES is O.O.O.O.O. The total energy comes out at -382.1924 Eh. The net charge is 0.

[8]
Density functional theory data (the ωB97M-V functional and the def2-TZVPD basis) for a 5-piece molecular cluster, H10O5 overall in a non-equilibrium geometry.

Last column: Löwdin charge in e.
Atoms and positions in Å:
H: -2.601533 -2.229000 1.085933  0.01
H: 1.218467 3.259000 -0.754067  0.04
O: 1.310467 3.027000 -1.686067  -0.04
H: 1.175467 0.576000 -0.357067  0.02
H: 0.719467 -0.923000 -0.352067  0.03
O: 0.373467 0.763000 2.841933  -0.04
H: 1.160467 3.718000 -2.301067  0.01
H: -1.009533 -1.366000 -1.830067  0.07
O: -1.654533 -2.296000 1.134933  -0.07
H: 0.233467 1.707000 2.839933  0.02
O: -0.485533 -1.996000 -1.327067  -0.06
H: -0.610533 -2.885000 -1.726067  0.10
H: 0.782467 0.644000 2.003933  -0.04
H: -1.353533 -1.910000 0.275933  -0.01
O: 0.741467 -0.089000 0.150933  -0.04

Cartesian forces, eV/Å:
H -0.63 0.01 0.18
H -0.14 0.67 -0.64
O 0.45 -2.01 0.87
H 0.52 0.46 -0.93
H 0.13 0.56 0.14
O -0.32 0.41 1.14
H -0.31 1.30 -0.17
H -0.01 -0.06 -0.24
O 0.56 0.33 -0.85
H -0.25 0.44 0.41
O 0.03 -0.89 -0.63
H 0.04 0.93 0.35
H 0.45 -0.92 -1.36
H -0.12 -0.55 1.08
O -0.40 -0.69 0.64

The value obtained for the energy above the lowest of the compared OMol25 structures with the same formula, charge and spin is 31.4 kcal per mole. The HOMO energy comes out at -10.523 eV. The molar mass is 90.075 g mol⁻¹. Its SMILES is O.O.O.O.O. The total energy comes out at -382.1742 Eh. The net charge is 0.